No. 1
{
  "formula": "C21H59N19O9PS",
  "method": "ωB97M-V with the def2-TZVPD basis set",
  "symbols": ["C", "C", "C", "C", "P", "N", "N", "C", "S", "N", "C", "C", "C", "C", "C", "C", "C", "O", "C", "H", "H", "H", "H", "H", "H", "H", "H", "H", "H", "H", "H", "H", "H", "H", "H", "H", "H", "H", "H", "H", "H", "H", "H", "H", "H", "H", "C", "O", "N", "N", "H", "H", "H", "H", "C", "O", "N", "N", "H", "H", "H", "H", "C", "O", "N", "N", "H", "H", "H", "H", "C", "O", "N", "N", "H", "H", "H", "H", "C", "O", "N", "N", "H", "H", "H", "H", "C", "O", "N", "N", "H", "H", "H", "H", "C", "O", "N", "N", "H", "H", "H", "H", "C", "O", "N", "N", "H", "H", "H", "H"],
  "positions_angstrom": [[-1.817, 4.501, -1.190], [-1.850, 3.250, -0.282], [-1.510, 1.969, -0.985], [-1.952, 1.476, -2.208], [-3.123, 2.373, -3.321], [-4.491, 2.694, -2.582], [-1.383, 0.249, -2.437], [-0.590, -0.047, -1.392], [0.364, -1.526, -1.251], [-0.653, 0.968, -0.544], [0.084, 1.103, 0.731], [1.463, 1.790, 0.433], [1.723, 3.015, 1.332], [2.689, 4.010, 0.653], [2.014, 4.806, -0.488], [2.313, 6.316, -0.500], [2.047, 7.022, 0.830], [0.683, 6.937, 1.220], [0.114, 8.183, 1.555], [-1.609, 5.355, -0.537], [-1.021, 4.486, -1.938], [-2.802, 4.703, -1.614], [-2.861, 3.144, 0.131], [-1.202, 3.451, 0.572], [-3.297, 1.565, -4.476], [-2.415, 3.515, -3.767], [-4.571, 3.709, -2.567], [-1.496, -0.354, -3.237], [-0.348, -2.424, -0.513], [0.248, 0.096, 1.120], [-0.505, 1.653, 1.458], [1.469, 2.107, -0.614], [2.227, 1.031, 0.605], [2.244, 2.665, 2.231], [0.808, 3.534, 1.633], [3.117, 4.658, 1.421], [3.529, 3.454, 0.219], [2.398, 4.403, -1.434], [0.928, 4.671, -0.517], [3.332, 6.566, -0.811], [1.641, 6.779, -1.235], [2.305, 8.081, 0.684], [2.700, 6.679, 1.645], [-0.370, 8.660, 0.691], [0.817, 8.879, 2.021], [-0.685, 8.004, 2.284], [3.654, -4.196, 0.308], [3.722, -4.654, -0.832], [2.838, -3.134, 0.589], [4.353, -4.694, 1.348], [2.730, -2.729, 1.500], [2.330, -2.765, -0.188], [4.956, -5.475, 1.163], [4.307, -4.333, 2.287], [-8.739, 3.816, -2.126], [-9.811, 4.222, -1.712], [-7.987, 2.899, -1.457], [-8.200, 4.253, -3.310], [-7.104, 2.558, -1.786], [-8.345, 2.548, -0.589], [-8.726, 4.927, -3.832], [-7.322, 3.932, -3.671], [0.832, -6.345, -2.621], [-0.063, -6.801, -3.309], [1.965, -7.035, -2.314], [0.773, -5.081, -2.091], [2.707, -6.663, -1.746], [2.048, -7.964, -2.682], [-0.044, -4.538, -2.294], [1.504, -4.688, -1.522], [5.973, -3.720, -4.153], [7.027, -3.333, -4.630], [5.844, -4.097, -2.849], [4.824, -3.807, -4.894], [4.980, -4.413, -2.441], [6.665, -4.049, -2.277], [4.880, -3.541, -5.858], [3.948, -4.125, -4.525], [5.029, -5.545, 4.998], [5.340, -4.752, 4.115], [5.929, -6.008, 5.910], [3.766, -6.031, 5.135], [5.698, -6.657, 6.638], [6.871, -5.670, 5.839], [3.078, -5.716, 4.477], [3.494, -6.684, 5.845], [-4.695, 5.222, 1.833], [-4.380, 4.676, 0.782], [-5.631, 6.205, 1.885], [-4.134, 4.886, 3.032], [-5.909, 6.665, 2.730], [-6.066, 6.471, 1.020], [-3.443, 4.162, 3.030], [-4.380, 5.320, 3.901], [-6.685, -0.526, -0.769], [-7.381, 0.299, -0.207], [-5.611, -0.152, -1.532], [-6.917, -1.869, -0.686], [-5.013, -0.798, -2.009], [-5.428, 0.837, -1.614], [-7.700, -2.165, -0.134], [-6.357, -2.561, -1.144], [3.798, -9.041, 3.096], [2.939, -8.319, 2.614], [4.920, -8.534, 3.689], [3.705, -10.403, 3.083], [5.643, -9.097, 4.094], [5.008, -7.537, 3.708], [2.891, -10.802, 2.655], [4.399, -11.012, 3.472]],
  "gap_ev": 7.22,
  "total_charge": 1
}


No. 2
{
  "formula": "C7H19OPSi",
  "method": "ωB97M-V with the def2-TZVPD basis set",
  "symbols": ["C", "C", "C", "C", "C", "C", "C", "O", "Si", "P", "H", "H", "H", "H", "H", "H", "H", "H", "H", "H", "H", "H", "H", "H", "H", "H", "H", "H", "H"],
  "positions_angstrom": [[1.626, 2.224, -0.152], [3.752, 0.457, 1.157], [2.664, -0.545, -1.260], [-3.750, 0.135, -1.183], [-3.178, -1.278, 1.048], [0.554, -0.255, 1.324], [-1.118, -1.231, -1.003], [-1.880, 1.109, 0.373], [2.020, 0.402, 0.347], [-2.255, -0.176, -0.105], [0.639, 2.115, -0.668], [1.497, 2.693, 0.804], [2.470, 2.549, -0.745], [3.796, -0.128, 2.167], [4.386, 0.060, 0.469], [4.085, 1.424, 1.413], [3.082, -1.420, -0.792], [1.757, -0.820, -1.899], [3.307, 0.166, -1.760], [-3.339, 0.913, -1.865], [-4.342, -0.642, -1.632], [-4.324, 0.753, -0.352], [-2.975, -2.340, 0.799], [-3.060, -1.129, 2.124], [-4.182, -0.998, 0.865], [0.734, -1.299, 1.618], [-0.400, 0.346, 1.330], [-1.248, -2.270, -0.885], [-0.319, -0.814, -1.535]],
  "gap_ev": [8.96, 7.59],
  "total_charge": 0
}


No. 3
{
  "formula": "C29H28BrCrIN5O4Se",
  "method": "ωB97M-V with the def2-TZVPD basis set",
  "symbols": ["Cr", "C", "O", "C", "C", "C", "Br", "C", "C", "C", "O", "C", "N", "C", "C", "C", "C", "C", "C", "N", "H", "H", "H", "H", "H", "H", "H", "H", "H", "H", "H", "O", "C", "O", "C", "N", "C", "C", "C", "H", "H", "H", "H", "H", "H", "H", "H", "H", "I", "C", "C", "C", "C", "N", "C", "H", "H", "H", "H", "Se", "C", "C", "C", "N", "C", "C", "H", "H", "H", "H"],
  "positions_angstrom": [[-0.665, -0.081, 0.361], [1.950, -1.348, -0.905], [1.372, -0.263, -0.133], [2.013, 0.961, -0.191], [3.356, 1.104, -0.410], [3.888, 2.394, -0.452], [5.734, 2.620, -0.739], [3.077, 3.483, -0.281], [1.701, 3.320, -0.049], [1.143, 2.042, 0.004], [-0.147, 1.794, 0.208], [0.851, 4.479, 0.115], [-0.470, 4.449, 0.283], [-0.966, 5.750, 0.400], [-2.249, 6.245, 0.590], [-2.378, 7.619, 0.656], [-1.267, 8.468, 0.538], [0.008, 7.972, 0.351], [0.130, 6.592, 0.285], [1.237, 5.759, 0.111], [2.857, -1.703, -0.420], [2.165, -1.004, -1.914], [1.213, -2.142, -0.921], [4.006, 0.253, -0.561], [3.519, 4.470, -0.328], [-0.942, 3.554, 0.334], [-3.103, 5.587, 0.686], [-3.358, 8.054, 0.802], [-1.412, 9.539, 0.595], [0.864, 8.630, 0.263], [2.187, 6.069, -0.001], [-1.570, 0.135, -1.580], [-2.663, 0.156, -0.984], [-2.725, 0.355, 0.276], [-3.951, -0.166, -1.716], [-5.032, -0.358, -0.678], [-5.810, 0.933, -0.626], [-5.840, 1.368, -2.084], [-4.459, 0.963, -2.642], [-3.785, -1.105, -2.236], [-4.575, -0.557, 0.217], [-5.640, -1.136, -0.927], [-5.233, 1.611, -0.003], [-6.783, 0.760, -0.175], [-6.030, 2.434, -2.173], [-6.638, 0.847, -2.615], [-3.758, 1.795, -2.633], [-4.534, 0.615, -3.669], [2.594, -2.105, 4.852], [1.122, -0.820, 4.153], [0.465, 0.068, 4.995], [-0.520, 0.888, 4.464], [-0.814, 0.803, 3.120], [-0.173, -0.052, 2.311], [0.775, -0.855, 2.818], [0.714, 0.113, 6.048], [-1.060, 1.584, 5.092], [-1.576, 1.420, 2.662], [1.243, -1.551, 2.135], [-1.547, -2.317, 0.463], [-0.264, -3.736, 0.550], [0.173, -4.352, -0.613], [1.085, -5.396, -0.494], [1.563, -5.830, 0.673], [1.124, -5.230, 1.778], [0.210, -4.179, 1.774], [-0.190, -4.047, -1.587], [1.447, -5.907, -1.381], [1.516, -5.604, 2.718], [-0.123, -3.735, 2.704]],
  "gap_ev": [6.35, 7.58],
  "spin_multiplicity": 2,
  "total_charge": 2
}


No. 4
{
  "formula": "C11H14BF3MnN6O3S",
  "method": "ωB97M-V with the def2-TZVPD basis set",
  "symbols": ["H", "N", "B", "N", "C", "Mn", "H", "C", "H", "C", "H", "C", "H", "H", "H", "N", "N", "N", "N", "C", "C", "H", "H", "C", "C", "C", "C", "H", "H", "H", "H", "H", "F", "C", "F", "F", "S", "O", "O", "O"],
  "positions_angstrom": [[0.719, 3.040, 1.053], [0.344, 1.598, -0.427], [0.002, 0.312, -2.604], [0.372, 1.594, -1.809], [0.713, 2.806, -2.259], [-0.243, -0.047, 0.582], [0.751, 2.952, -3.328], [0.929, 3.634, -1.148], [1.210, 4.665, -1.176], [0.686, 2.834, -0.020], [0.055, 0.454, -3.788], [-0.872, -1.534, 1.539], [-0.927, -1.401, 2.617], [-0.100, -2.315, 1.386], [-1.795, -1.994, 1.195], [-1.425, -0.088, -2.151], [0.959, -0.784, -2.081], [-1.667, -0.232, -0.802], [1.044, -1.026, -0.724], [-2.567, -0.261, -2.836], [1.832, -1.554, -2.743], [-2.530, -0.146, -3.910], [1.885, -1.458, -3.819], [-3.578, -0.570, -1.918], [2.486, -2.356, -1.806], [-2.971, -0.549, -0.659], [1.957, -1.998, -0.558], [-4.605, -0.777, -2.143], [3.233, -3.096, -2.016], [-3.355, -0.731, 0.346], [2.173, -2.370, 0.445], [-1.619, 0.223, 1.533], [0.918, -0.189, 6.160], [0.610, -0.478, 4.882], [1.195, -1.651, 4.547], [-0.737, -0.621, 4.768], [1.158, 0.881, 3.632], [0.048, 1.842, 3.537], [2.460, 1.346, 4.109], [1.250, 0.044, 2.393]],
  "gap_ev": [8.79, 6.63],
  "spin_multiplicity": 6,
  "total_charge": 0
}